# 1
# C6H10O

A single C6H10O molecule at a distorted geometry (the ωB97M-V functional and the def2-TZVPD basis, the OMol25 dataset).

Calculated values
ΔE to the lowest compared entry with this formula, charge and spin, eV: 2.081
E, eV: -8429.1598
Frontier orbital gap, eV: 11.06
E_HOMO, eV: -10.09
SMILES: C#C[C@](C)(O)CC
Molar mass, g mol⁻¹: 98.1

```
17
Properties=species:S:1:pos:R:3:forces:R:3:nbo_charge:R:1
C -1.63522 -1.95901 0.82974 0.3 0.3 -0.1 -0.22
C -0.76709 -1.15705 0.59902 -0.4 -0.4 -0.1 -0.04
C 0.34564 -0.26185 0.22574 0.2 -0.6 -0.8 0.17
C 1.41287 -1.13279 -0.59122 -0.6 0.1 -0.2 -0.66
O 1.03860 0.18324 1.38359 0.2 -0.3 -0.3 -0.69
C -0.11264 0.93915 -0.60461 0.0 -0.1 -0.2 -0.40
C -1.04878 1.92193 0.09942 0.0 -0.1 0.1 -0.61
H -2.39625 -2.68154 1.02659 0.1 0.2 0.0 0.24
H 1.73742 -2.06167 -0.07932 -0.5 0.5 0.0 0.23
H 0.91838 -1.41846 -1.51051 0.1 -0.2 -0.3 0.23
H 2.34903 -0.59762 -0.86420 -0.7 0.2 0.3 0.22
H 1.80054 -0.30722 1.07369 1.3 0.6 1.8 0.48
H 0.80359 1.46382 -0.90275 -0.1 -0.1 -0.1 0.21
H -0.58594 0.53221 -1.50355 0.0 0.2 0.0 0.21
H -1.29195 2.75598 -0.57087 0.1 -0.2 0.1 0.21
H -0.57882 2.33666 0.99667 -0.1 -0.1 -0.1 0.22
H -1.98938 1.44419 0.39257 0.1 0.0 0.0 0.21
```
Forces are in eV/Å.

# 2
# C6H10O

A single C6H10O molecule (the ωB97M-V functional and the def2-TZVPD basis, the OMol25 dataset).

Calculated values
ΔE to the lowest compared entry with this formula, charge and spin, eV: 0.063
E, eV: -8431.1773
Frontier orbital gap, eV: 10.57
E_HOMO, eV: -9.60
SMILES: O[C@@H]1C=CCCC1
Molar mass, g mol⁻¹: 98.1

```
17
Properties=species:S:1:pos:R:3:forces:R:3:nbo_charge:R:1
O 1.68835 -0.74806 1.25364 -0.1 0.1 0.2 -0.72
C 1.31993 -0.49965 -0.10472 -0.1 0.0 -0.3 0.05
C 1.13087 0.97926 -0.33769 -0.1 0.1 0.1 -0.24
C -0.07018 1.55312 -0.25522 0.1 -0.1 0.0 -0.16
C -1.35199 0.81050 0.02390 0.0 0.0 0.0 -0.45
C -1.16838 -0.70310 0.23577 0.0 0.0 0.1 -0.41
C 0.05330 -1.26458 -0.49350 0.0 0.0 0.0 -0.42
H 1.26871 -0.06492 1.79174 0.1 -0.2 0.0 0.47
H 2.16441 -0.86872 -0.69816 -0.1 0.1 0.0 0.18
H 2.01908 1.58058 -0.52425 -0.1 -0.1 0.0 0.21
H -0.16323 2.62980 -0.39961 0.1 -0.2 0.0 0.20
H -2.05053 1.00756 -0.80115 0.1 0.0 0.1 0.21
H -1.82285 1.24876 0.91504 0.0 0.0 -0.2 0.22
H -1.05104 -0.91484 1.30576 0.0 0.0 -0.1 0.20
H -2.07418 -1.22874 -0.08578 0.1 0.0 0.1 0.21
H 0.18346 -2.32350 -0.24298 0.0 0.1 0.0 0.22
H -0.07574 -1.19345 -1.58279 0.0 0.0 0.2 0.20
```
Forces are in eV/Å.

# 3
# C6H10O

2 unconnected molecules or ions with the total composition C6H10O at a distorted geometry (the ωB97M-V functional and the def2-TZVPD basis, the OMol25 dataset).

Calculated values
ΔE to the lowest compared entry with this formula, charge and spin, eV: 3.486
E, eV: -8427.7542
Frontier orbital gap, eV: 9.04
E_HOMO, eV: -8.79
SMILES: C=CC(=C)C=C.O
Molar mass, g mol⁻¹: 98.1

```
17
Properties=species:S:1:pos:R:3:forces:R:3:nbo_charge:R:1
C -1.14339 0.99142 -0.53342 -0.7 -3.2 5.2 -0.41
C -1.15303 -0.39345 -0.08239 1.4 2.7 -1.6 -0.18
C -0.96567 -1.03404 1.31085 1.0 -0.2 0.2 -0.08
C -1.43038 -2.28946 1.55546 -0.9 1.9 0.2 -0.37
C -0.15559 -0.28564 2.39406 1.5 0.9 -1.2 -0.21
C 0.84225 -0.67660 3.26951 -1.8 0.3 -0.9 -0.39
H -1.75616 1.27830 -1.37842 0.9 0.0 -0.5 0.22
H -1.00163 1.76979 0.34516 -0.5 -1.4 -2.1 0.19
H -1.00895 -1.13598 -0.92420 -1.1 0.6 1.0 0.21
H -1.41064 -2.60497 2.59376 0.3 -0.3 -0.2 0.20
H -2.18907 -2.76297 0.92485 0.7 -0.1 -0.2 0.21
H -0.19937 0.84866 2.15849 0.1 -1.9 0.8 0.20
H 1.36950 0.16500 3.73575 -0.2 -0.6 0.0 0.20
H 1.14102 -1.71052 3.61120 -0.6 1.2 -0.8 0.21
O 2.96460 2.53702 -5.89505 -0.3 -0.4 -0.3 -0.94
H 3.34034 3.23224 -5.36165 0.0 0.4 0.2 0.47
H 2.03305 2.75087 -6.02896 0.3 0.1 0.1 0.47
```
Forces are in eV/Å.

# 4
# C6H10O

2 unconnected molecules or ions with the total composition C6H10O (the ωB97M-V functional and the def2-TZVPD basis, the OMol25 dataset).

Calculated values
ΔE to the lowest compared entry with this formula, charge and spin, eV: 1.483
E, eV: -8429.7575
Frontier orbital gap, eV: 9.61
E_HOMO, eV: -9.57
SMILES: C=CC=O.C=CC
Molar mass, g mol⁻¹: 98.1

```
17
Properties=species:S:1:pos:R:3:forces:R:3:nbo_charge:R:1
C -0.94696 -0.63459 -1.55850 -0.1 0.1 0.1 -0.27
C -1.99465 -0.01817 -1.01116 0.2 -0.1 -0.2 -0.35
C -2.36334 -0.27212 0.40312 0.2 -0.2 0.3 0.40
O -1.74674 -1.00830 1.14455 -0.3 0.3 -0.3 -0.53
H -0.65252 -0.46619 -2.59020 -0.1 0.0 0.1 0.20
H -0.34882 -1.32237 -0.96687 -0.1 0.1 -0.1 0.22
H -2.61026 0.68213 -1.57183 0.1 -0.1 0.1 0.21
H -3.26267 0.26489 0.76826 0.1 -0.1 0.0 0.11
C 2.15940 -0.89403 0.27049 0.0 0.1 0.0 -0.42
C 1.92387 0.41404 0.20801 0.1 -0.2 0.0 -0.16
C 0.90336 1.13682 1.03645 0.0 0.0 0.1 -0.66
H 2.92245 -1.36931 -0.34046 -0.1 0.1 0.1 0.20
H 1.59366 -1.53595 0.94391 0.1 0.1 -0.1 0.20
H 2.51001 1.02469 -0.48042 -0.1 -0.1 0.1 0.19
H 0.18101 1.66190 0.39888 0.1 -0.1 0.1 0.21
H 1.38309 1.89289 1.66963 -0.1 -0.1 -0.1 0.22
H 0.34912 0.44365 1.67613 0.1 0.1 -0.1 0.23
```
Forces are in eV/Å.